Entry 1:
{"formula": "C19H34MoN3O5P2", "method": "wB97M-V/def2-TZVPD", "symbols": ["Mo", "P", "C", "C", "N", "C", "C", "C", "C", "C", "P", "H", "H", "H", "H", "H", "H", "H", "H", "O", "H", "H", "O", "H", "C", "H", "H", "H", "C", "H", "H", "H", "C", "H", "H", "H", "C", "H", "H", "H", "C", "C", "C", "C", "C", "C", "O", "N", "C", "O", "N", "C", "O", "H", "H", "H", "H", "H", "H", "H", "H", "H", "H", "H"], "coordinates": [[-0.26247, 0.22270, -0.28664], [1.09982, -0.33815, -2.10429], [-0.03519, -1.09312, -3.26663], [-1.37212, -1.28155, -2.81630], [-1.74791, -0.61900, -1.65670], [-3.04118, -0.28429, -1.45991], [-4.05505, -0.94069, -2.14842], [-3.71135, -1.81580, -3.18021], [-2.38104, -1.98035, -3.51878], [-3.28000, 0.82746, -0.45740], [-1.78072, 1.93822, -0.37132], [-2.06611, -2.61692, -4.34063], [-5.08325, -0.73248, -1.86130], [-4.49428, -2.34516, -3.71956], [-4.14530, 1.44254, -0.74387], [-3.46971, 0.42602, 0.55218], [-0.23569, 0.06229, -4.84419], [0.33454, -1.75209, -4.05958], [0.09556, 2.05616, -4.29083], [-0.24875, 0.96008, -5.32204], [0.13462, 0.80611, -6.20366], [0.33427, 1.25310, -1.57653], [0.26888, 2.56785, -3.39684], [0.38260, 3.51087, -3.61126], [-2.14956, 3.14564, -1.66088], [-3.18549, 3.49978, -1.55517], [-1.44559, 3.98027, -1.54678], [-1.97779, 2.69414, -2.64562], [-2.02831, 2.85837, 1.16401], [-1.12512, 3.46156, 1.32502], [-2.92006, 3.49540, 1.09452], [-2.12974, 2.15872, 2.00279], [1.86178, -1.66889, -1.10265], [2.04993, -2.51236, -1.77947], [2.81576, -1.31415, -0.68999], [1.22242, -2.00866, -0.26629], [2.49171, 0.39787, -2.96298], [3.29587, 0.55171, -2.23040], [2.83744, -0.27215, -3.76216], [2.15942, 1.36698, -3.35914], [3.70722, -1.24136, 2.60345], [2.62309, -1.80442, 3.50593], [1.40997, -0.85881, 3.66474], [0.36110, -1.40892, 4.66962], [-0.10524, -2.82567, 4.39897], [1.88869, 0.50572, 4.19314], [2.41156, 0.65077, 5.29250], [1.73323, 1.60623, 3.37277], [1.20063, 1.66814, 2.07877], [1.16372, 2.72362, 1.45773], [0.71532, 0.45893, 1.60538], [0.74172, -0.71299, 2.29440], [0.20239, -1.69194, 1.72511], [3.31902, -0.98971, 1.60887], [4.49376, -1.99238, 2.47526], [4.16613, -0.34884, 3.04535], [2.25622, -2.76203, 3.11042], [3.02282, -2.00141, 4.51198], [0.78623, -1.33685, 5.68128], [-0.49669, -0.71972, 4.63672], [0.65351, -3.55665, 4.69078], [-1.01173, -3.02281, 4.97455], [-0.32668, -2.94006, 3.33573], [2.07118, 2.49312, 3.72645]], "atomic_forces_ev_per_a": [[1.588, -0.460, 1.426], [1.727, -1.409, -0.812], [-1.266, -1.338, 1.125], [0.441, -0.124, -0.114], [1.019, 1.642, 0.355], [0.112, 0.003, 0.738], [-0.090, 0.141, -0.226], [-0.489, -0.142, 0.380], [0.752, -0.047, -0.423], [0.222, -0.552, 0.184], [-3.136, 2.002, -0.073], [-0.233, 0.126, -0.040], [0.101, -0.074, -0.290], [0.186, 0.055, 0.045], [0.143, -0.245, 0.113], [-0.110, 0.027, -0.254], [-0.091, 2.019, -1.410], [0.081, 0.359, 0.088], [0.365, 1.299, 1.596], [0.059, -2.236, 0.435], [-0.156, 0.153, 0.202], [-0.544, 0.167, 0.521], [-0.205, -0.654, -1.243], [0.011, -0.485, 0.033], [0.701, -0.105, -0.488], [0.328, -0.159, 0.152], [-0.221, -0.104, -0.099], [-0.128, 0.244, 0.181], [0.698, -0.273, 0.483], [-0.295, 0.033, 0.054], [0.187, -0.200, -0.156], [-0.019, 0.212, -0.061], [-0.147, -0.159, 0.104], [-0.017, 0.017, 0.205], [-0.236, 0.003, -0.137], [0.157, -0.117, -0.245], [-0.213, 0.840, 0.152], [-0.155, -0.021, -0.215], [-0.165, 0.045, 0.219], [0.268, -0.221, -0.079], [0.315, -0.108, 0.211], [-0.101, -0.306, 0.123], [-0.130, 0.503, -0.343], [-0.244, 0.322, 0.266], [-0.009, -0.146, -0.111], [1.104, -0.540, 2.285], [-1.095, -0.458, -2.214], [-0.709, 0.694, -1.937], [1.069, 1.145, 2.193], [-0.529, -1.555, -0.400], [-1.115, -0.027, -2.381], [0.079, -1.941, 0.762], [0.243, 1.848, -0.715], [0.039, 0.037, -0.010], [-0.082, 0.234, -0.043], [-0.035, -0.126, -0.181], [0.046, 0.258, 0.152], [-0.146, 0.131, -0.273], [0.012, 0.154, -0.370], [0.086, -0.114, 0.156], [-0.155, 0.050, -0.062], [0.137, -0.056, -0.030], [-0.119, -0.323, 0.359], [0.109, 0.063, 0.140]], "mulliken_charge": [-0.7692, 1.0724, -1.6027, 0.9652, 0.0981, 0.6280, -0.8370, -0.4571, -0.9387, -1.3333, 1.4025, 0.5444, 0.5637, 0.4907, 0.6476, 0.4635, 0.3022, 0.7171, 0.3859, -0.6232, 0.3342, 0.9013, -0.6163, 0.2947, -1.2688, 0.5287, 0.4040, 0.3431, -1.3325, 0.4210, 0.4855, 0.4389, -1.1054, 0.5811, 0.3629, 0.3717, -1.1018, 0.4825, 0.4782, 0.3661, -1.0524, -0.9592, 1.8879, -0.9247, -1.2528, -0.2903, -0.5424, 0.0328, -0.0099, -0.5979, 0.1410, 0.3291, -0.8497, 0.0759, 0.4728, 0.3339, 0.4503, 0.4330, 0.5099, 0.3838, 0.3224, 0.4170, 0.2905, 0.3101], "spin_multiplicity": 3, "total_charge": 3, "s_squared": 2.048, "orbital_gap_ev": [4.496, 4.605]}

***

Entry 2:
{"formula": "H14O7", "method": "wB97M-V/def2-TZVPD", "symbols": ["O", "H", "H", "O", "H", "H", "O", "H", "H", "O", "H", "H", "O", "H", "H", "O", "H", "H", "O", "H", "H"], "coordinates": [[0.12630, 2.19268, -1.75368], [-0.22106, 1.30327, -1.57423], [1.07531, 2.15251, -1.76775], [4.10274, -1.31249, -0.14242], [3.43163, -0.76953, 0.15803], [4.86536, -1.18366, 0.44814], [-3.20265, -1.94015, -0.20520], [-2.88418, -1.21627, -0.86045], [-2.37704, -2.32615, 0.12148], [0.01540, -1.66312, -1.70335], [0.46558, -2.15744, -2.37637], [0.32344, -1.84646, -0.88844], [-1.48941, 1.69327, -0.52392], [-1.85635, 2.39969, -1.10951], [-1.20223, 2.28165, 0.26051], [-0.63857, -0.65418, 2.59527], [-1.61568, -0.68148, 2.69794], [-0.38311, -1.30736, 1.95884], [0.74181, 2.01127, 1.51939], [0.80026, 1.07755, 1.23855], [-0.07755, 1.94643, 1.90717]], "atomic_forces_ev_per_a": [[1.928, 0.370, -1.914], [0.664, 0.594, -0.116], [0.700, -0.075, -0.311], [2.521, -1.792, -0.715], [-1.955, 1.813, 1.048], [-0.576, 0.000, -0.331], [1.031, 1.767, -1.449], [-0.732, -1.840, 1.703], [-0.264, 0.091, -0.259], [-2.423, 1.755, -3.794], [0.479, -0.435, -0.095], [1.965, -1.273, 3.926], [-3.428, 1.708, 3.521], [0.427, -1.042, 0.457], [-0.317, -1.638, -1.926], [-0.880, 0.825, 0.723], [1.006, -0.182, -0.359], [-0.161, -0.628, -0.427], [2.604, -0.863, -1.655], [0.452, 0.608, -0.031], [-3.042, 0.234, 2.003]], "mulliken_charge": [-0.6009, 0.3778, 0.2510, -0.6170, 0.2914, 0.3259, -0.6325, 0.3415, 0.2807, -0.5610, 0.2974, 0.2628, -0.6816, 0.3344, 0.3355, -0.6103, 0.3298, 0.2870, -0.5962, 0.2857, 0.2986], "smiles": "O.O.O.O.O.O.O", "orbital_gap_ev": 9.585, "e_above_lowest_kj_mol": 354.1}